Run i
Formula: C3H14N2O2
Source: the Open Molecules 2025 dataset
Level of theory: the ωB97M-V functional and the def2-TZVPD basis

Each atom is followed by the atoms it is bonded to, with distances in Å.
Element x y z (Å)
1 N 0.346 -1.059 2.373  C2 1.422, H6 1.027, H7 1.022
2 C -0.691 -0.951 1.406  N1 1.422, C3 1.587, H8 1.098, H9 1.087
3 C -0.541 0.462 0.700  C2 1.587, C4 1.549, H10 1.085, H11 1.080
4 C -1.235 0.365 -0.682  C3 1.549, N5 1.445, H12 1.093, H13 1.098
5 N -0.878 1.595 -1.352  C4 1.445, H14 1.010, H15 1.008
6 H 1.189 -1.536 2.032  N1 1.027
7 H 0.098 -1.405 3.302  N1 1.022
8 H -0.588 -1.774 0.685  C2 1.098
9 H -1.636 -1.121 1.916  C2 1.087
10 H 0.470 0.847 0.616  C3 1.085
11 H -1.131 1.064 1.375  C3 1.080
12 H -0.877 -0.534 -1.189  C4 1.093
13 H -2.307 0.196 -0.515  C4 1.098
14 H -0.915 2.400 -0.744  N5 1.010
15 H -1.331 1.810 -2.227  N5 1.008
16 H 2.532 1.595 -1.949  O18 0.965
17 H 1.150 1.002 -1.800  O18 0.971
18 O 2.026 0.804 -2.172  H16 0.965, H17 0.971
19 H 0.691 -1.321 -0.434  O21 0.962
20 H 2.027 -0.821 -0.854  O21 0.974
21 O 1.604 -1.618 -0.489  H19 0.962, H20 0.974

Summary:
- Highest occupied orbital energy (alpha / beta): -13.72 / -13.70 eV
- 2S+1: 2
- Kohn-Sham gap (alpha / beta): 10.324 / 4.959 eV
- Total charge: +1


Run ii
Formula: C3H14N2O2
Source: the Open Molecules 2025 dataset
Level of theory: the ωB97M-V functional and the def2-TZVPD basis

Each atom is followed by the atoms it is bonded to, with distances in Å.
Element x y z (Å)
1 N -1.090 -2.346 -0.539  C2 1.450, H6 1.078, H7 1.010
2 C 0.347 -2.161 -0.591  N1 1.450, C3 1.551, H8 1.099, H9 1.107
3 C 0.913 -0.769 -0.205  C2 1.551, N4 1.458, H10 1.114, H11 1.188
4 N 0.085 -0.237 0.871  C3 1.458, C5 1.406, H12 1.126
5 C 0.364 1.132 1.033  N4 1.406, H13 1.089, H14 1.122, H15 1.105
6 H -1.610 -1.748 -1.271  N1 1.078
7 H -1.347 -1.985 0.369  N1 1.010
8 H 0.759 -3.002 -0.017  C2 1.099
9 H 0.750 -2.511 -1.562  C2 1.107
10 H 1.996 -0.784 0.058  C3 1.114
11 H 0.771 -0.184 -1.228  C3 1.188
12 H 0.704 -0.669 1.707  N4 1.126
13 H 1.382 1.079 1.416  C5 1.089
14 H 0.256 1.802 0.140  C5 1.122
15 H -0.210 1.657 1.818  C5 1.105
16 H 0.975 3.566 -2.639  O18 0.956
17 H 0.937 4.493 -3.643  O18 0.881
18 O 1.567 4.078 -3.189  H16 0.956, H17 0.881
19 H -1.852 -0.260 2.064  O21 0.986
20 H -3.244 -0.342 2.784  O21 0.932
21 O -2.452 -0.807 2.623  H19 0.986, H20 0.932

Summary:
- Highest occupied orbital energy (alpha / beta): -14.06 / -14.06 eV
- 2S+1: 2
- Kohn-Sham gap (alpha / beta): 10.679 / 4.889 eV
- Total charge: +1


How do the structures above rank in stability at the extremes? run i comes first and run ii comes last.